[1]
C24H17ClF5N7O4ReSSe | wB97M-V/def2-TZVPD

Results
Net charge = +2
Spin multiplicity = 4
<S²> = 3.777
Kohn-Sham gap (spin up / spin down) = 6.838 / 6.077 eV
Largest force on an atom = 1.37 eV/A
HOMO level (spin up / spin down) = -13.81 / -13.81 eV

Each line ends with the natural charge from an NBO analysis.
Cartesian coordinates (Å):
Re 1.439 -0.503 -0.408  1.529
N 4.205 -1.180 -1.178  -0.632
N 4.569 -2.426 -0.660  -0.387
C 3.725 -3.075 0.151  0.664
N 4.005 -4.260 0.646  -0.719
N 2.580 -2.401 0.381  -0.470
N 1.552 -2.854 1.070  0.650
O 1.506 -3.866 1.713  -0.289
O 0.567 -2.062 0.936  -0.447
H 4.261 -1.191 -2.190  0.402
H 4.815 -0.454 -0.814  0.396
H 5.452 -2.846 -0.911  0.419
H 4.857 -4.751 0.421  0.439
H 3.332 -4.715 1.246  0.458
F -3.613 -5.057 0.149  -0.250
C -2.656 -4.369 -0.430  0.312
C -1.402 -4.941 -0.615  0.282
F -1.168 -6.177 -0.214  -0.260
C -0.396 -4.187 -1.191  0.322
F 0.840 -4.695 -1.289  -0.306
C -0.612 -2.884 -1.616  -0.326
Se 0.823 -1.852 -2.366  0.161
C -1.880 -2.345 -1.446  0.315
F -2.117 -1.093 -1.846  -0.299
C -2.893 -3.065 -0.844  0.315
F -4.073 -2.501 -0.639  -0.275
S -4.043 3.080 0.030  0.394
C -2.560 2.161 -0.064  -0.068
C -2.188 1.230 0.914  -0.252
C -1.015 0.540 0.766  0.063
N -0.213 0.696 -0.311  -0.526
C -0.547 1.615 -1.239  0.076
C -1.684 2.373 -1.137  -0.240
C -5.131 1.814 0.696  -0.162
C -5.553 1.836 2.013  -0.265
C -6.454 0.850 2.413  0.056
N -6.903 -0.073 1.581  -0.380
C -6.498 -0.095 0.321  0.055
C -5.593 0.838 -0.175  -0.259
H -2.796 1.063 1.791  0.265
H -0.697 -0.163 1.525  0.234
H 0.117 1.722 -2.085  0.241
H -1.920 3.106 -1.895  0.262
H -5.209 2.588 2.710  0.240
H -6.821 0.805 3.432  0.216
H -6.908 -0.873 -0.312  0.214
H -5.273 0.806 -1.208  0.234
Cl 4.938 7.131 0.480  0.100
C 4.302 5.553 0.323  0.019
C 4.001 4.820 1.471  -0.234
C 3.477 3.553 1.345  -0.108
C 3.246 3.015 0.074  -0.244
C 3.571 3.751 -1.071  -0.129
C 4.095 5.019 -0.948  -0.224
C 2.653 1.698 -0.045  0.788
O 2.398 1.165 -1.203  -0.672
O 2.319 0.988 0.955  -0.682
H 4.180 5.253 2.445  0.253
H 3.237 2.962 2.218  0.241
H 3.406 3.312 -2.047  0.236
H 4.345 5.609 -1.818  0.251

[2]
C24H17ClN6O4PtS | wB97M-V/def2-TZVPD

Results
Spin multiplicity = 3
<S²> = 2.050
Kohn-Sham gap (spin up / spin down) = 6.247 / 6.189 eV
Largest force on an atom = 0.87 eV/A
HOMO level (spin up / spin down) = -7.65 / -8.72 eV

Each line ends with the natural charge from an NBO analysis.
Cartesian coordinates (Å):
Pt 0.756 -0.254 1.214  0.852
S 2.539 0.669 0.174  0.071
C 2.293 -0.012 -1.377  0.150
N 3.294 0.255 -2.274  -0.257
N 3.301 -0.358 -3.436  -0.304
C 2.913 -1.671 -3.808  0.190
C 2.922 -2.736 -2.911  -0.236
C 2.566 -4.001 -3.352  -0.192
C 2.220 -4.216 -4.682  -0.212
C 2.248 -3.156 -5.577  -0.199
C 2.597 -1.888 -5.145  -0.256
N 1.211 -0.710 -1.644  -0.366
N 0.315 -0.742 -0.658  -0.243
C -0.924 -1.329 -1.009  0.186
C -1.172 -1.647 -2.352  -0.240
C -2.395 -2.178 -2.719  -0.203
C -3.385 -2.403 -1.768  -0.206
C -3.138 -2.093 -0.437  -0.190
C -1.919 -1.559 -0.053  -0.245
H 3.782 0.178 -4.134  0.393
H 3.224 -2.580 -1.884  0.230
H 2.574 -4.827 -2.651  0.223
H 1.943 -5.208 -5.019  0.220
H 1.990 -3.315 -6.618  0.220
H 2.608 -1.054 -5.841  0.215
H -0.394 -1.471 -3.084  0.243
H -2.580 -2.419 -3.760  0.217
H -4.341 -2.823 -2.062  0.217
H -3.898 -2.275 0.313  0.220
H -1.735 -1.342 0.984  0.231
O -1.913 -0.668 6.629  -0.665
C -2.052 0.582 6.256  0.784
O -2.625 1.388 6.944  -0.581
C -1.443 0.991 4.934  -0.273
C -1.438 2.285 4.465  0.180
Cl -2.132 3.613 5.257  0.126
N -0.807 2.329 3.252  -0.190
N -0.395 1.072 2.928  -0.322
C -0.776 0.275 3.913  0.069
C -0.509 -1.208 3.733  0.778
O -0.710 -1.977 4.666  -0.632
O -0.054 -1.596 2.593  -0.763
C -0.572 3.449 2.337  0.206
C -0.085 3.185 1.063  -0.255
C 0.170 4.211 0.169  -0.180
C -0.068 5.530 0.521  -0.207
C -0.569 5.797 1.782  -0.194
C -0.821 4.775 2.688  -0.253
H -1.424 -1.207 5.947  0.511
H 0.082 2.181 0.752  0.234
H 0.557 3.963 -0.814  0.222
H 0.132 6.336 -0.176  0.220
H -0.771 6.819 2.083  0.220
H -1.193 5.040 3.653  0.237

Number 1: E -5445.81089 a.u.. Number 2: E -2531.89310 a.u..